1.
The following is a DFT calculation (ωB97M-V/def2-TZVPD) of C28H25FN4O2RhS2 as an isolated structure at a distorted geometry.

Charge ... +1
Calculated total energy ... -2458.00790 hartree
Lowest unoccupied orbital energy ... -4.32 eV
Orbital gap ... 5.8 eV

Cartesian coordinates (Å):
C (3.967, 0.528, 3.191)
C (3.101, 0.032, 0.986)
H (-2.306, -4.193, 3.907)
N (1.564, -0.211, 4.424)
H (3.828, 0.542, 4.264)
C (0.740, 2.103, 7.168)
C (-3.483, 2.462, 0.265)
C (1.265, 1.020, 5.062)
H (-1.536, -2.646, -1.441)
C (-1.740, -3.802, 3.065)
N (-0.778, -1.209, -0.186)
C (-0.171, -0.535, -4.805)
H (2.160, 4.202, 2.828)
C (4.323, 0.469, 0.459)
F (-4.008, 4.684, -0.275)
H (1.631, -1.541, 2.906)
C (1.694, -0.464, 3.054)
C (0.663, 0.935, -3.112)
H (-0.296, -0.807, -5.844)
C (5.169, 0.944, 2.656)
H (0.570, 2.026, 8.233)
H (-4.491, 2.322, 0.632)
C (5.343, 0.913, 1.276)
C (0.669, 3.327, 6.529)
H (0.439, 4.227, 7.082)
H (1.638, 3.336, 1.372)
O (2.175, -0.419, 0.130)
C (-3.105, 3.690, -0.243)
C (-1.251, 1.645, -0.175)
H (-1.580, 4.909, -1.107)
C (1.185, 2.262, 4.423)
H (6.282, 1.228, 0.839)
C (2.924, 0.075, 2.378)
C (0.516, 0.613, -4.455)
O (1.390, 2.288, 3.067)
Rh (0.279, 0.368, -0.098)
H (-2.378, -3.736, 2.189)
H (0.416, 4.029, 2.467)
N (0.162, 0.165, -2.153)
C (0.891, 3.401, 5.161)
C (-0.701, -1.338, -3.800)
C (-0.910, 2.891, -0.687)
H (1.104, 0.006, 6.930)
S (0.012, 0.146, 2.187)
H (-2.838, 0.478, 0.705)
N (-1.172, -1.947, 0.921)
C (1.394, 3.546, 2.411)
C (-2.545, 1.439, 0.297)
C (-1.012, -1.704, -1.342)
C (-0.819, -1.423, 2.037)
C (1.034, 0.968, 6.432)
S (-1.195, -2.152, 3.555)
H (1.199, 1.820, -2.798)
H (1.251, -1.004, 4.958)
H (4.445, 0.424, -0.616)
H (0.947, 1.259, -5.206)
H (-0.878, -4.434, 2.866)
H (0.824, 4.358, 4.666)
H (-1.248, -2.242, -4.026)
C (-1.833, 3.932, -0.717)
H (5.963, 1.284, 3.307)
C (-0.513, -0.952, -2.491)
H (0.095, 3.085, -1.059)

***

2.
The following is a DFT calculation (ωB97M-V/def2-TZVPD) of C28H25N3O2PS2Tb as an isolated structure at a distorted geometry.

Charge ... +2
Energy above the lowest of the compared OMol25 structures with the same formula, charge and spin ... 1.6138 eV
Multiplicity ... 7
Calculated total energy ... -3358.29661 hartree
Lowest unoccupied orbital energy (alpha / beta) ... -8.24 / -7.15 eV
Orbital gap (alpha / beta) ... 4.7 / 5.8 eV

Cartesian coordinates (Å):
H (4.837, 0.459, 1.947)
C (-0.716, 2.051, 1.650)
N (-1.091, -0.122, -1.958)
C (-2.443, 2.853, -4.294)
H (-2.652, 0.237, 0.502)
H (-3.870, 3.543, -2.780)
H (4.645, -0.222, 4.296)
C (2.193, -4.690, -2.489)
C (2.706, 0.356, 1.605)
C (1.804, -2.308, -2.264)
H (0.461, -2.199, 2.139)
C (-3.261, -1.779, 1.134)
O (0.012, -3.805, -2.784)
H (2.421, -0.762, 5.350)
H (-2.008, 3.818, -4.102)
H (1.679, 2.920, 0.709)
C (-2.360, -0.719, 0.975)
H (5.134, -2.994, -1.902)
H (-2.738, 2.889, -5.345)
H (-3.409, -3.877, 1.636)
H (1.074, 4.284, -0.024)
H (-4.297, -1.548, 0.955)
S (-3.410, 1.239, -2.253)
H (-4.587, 2.403, -3.956)
C (1.341, -3.590, -2.551)
H (-2.874, 5.264, 2.165)
C (-2.709, 3.109, 2.537)
C (-3.674, 2.656, -3.401)
C (-0.283, 3.266, 1.092)
Tb (0.344, 1.647, -1.579)
C (-1.380, -3.216, 1.721)
C (4.058, -3.217, -2.037)
C (-2.752, -3.021, 1.516)
C (-1.065, -0.852, 1.410)
H (-2.152, 0.985, 2.832)
H (3.603, -1.145, -1.841)
C (3.184, -2.152, -2.010)
C (-1.909, 2.000, 2.386)
S (-1.179, 1.470, -4.151)
H (1.814, -5.657, -2.747)
C (2.467, -0.387, 4.337)
O (1.648, 0.013, -1.895)
C (1.450, 0.224, 2.216)
C (-2.247, 4.345, 1.985)
C (3.704, -0.184, 3.730)
H (0.310, -0.333, 3.932)
C (0.998, -1.094, -2.230)
C (1.326, -0.166, 3.557)
C (3.867, 0.258, 2.402)
N (0.865, 3.302, 0.239)
C (-0.541, -2.107, 1.685)
H (-0.634, 5.366, 0.868)
H (4.216, -5.366, -2.338)
H (-1.034, -4.224, 1.932)
H (2.754, 0.570, 0.549)
H (-0.360, -2.843, -2.830)
C (-1.078, 4.425, 1.253)
N (-0.261, -1.108, -2.660)
P (0.018, 0.517, 1.148)
H (-3.693, 2.992, 2.993)
C (3.548, -4.519, -2.264)
C (-1.814, 0.745, -2.698)

***

3.
The following is a DFT calculation (ωB97M-V/def2-TZVPD) of C28H25N9O2S5Ti as an isolated structure.

Charge ... +2
Energy above the lowest of the compared OMol25 structures with the same formula, charge and spin ... 0.1332 eV
Calculated total energy ... -4565.30146 hartree
Lowest unoccupied orbital energy ... -6.74 eV
Orbital gap ... 6.9 eV

Cartesian coordinates (Å):
O (-1.376, 2.180, -1.155)
C (-3.137, -1.497, 0.155)
H (-4.342, -1.784, -1.441)
C (2.785, 1.902, 0.620)
C (-3.831, 3.125, 3.004)
Ti (-0.028, 0.988, -0.092)
C (3.668, -3.829, -0.284)
H (2.808, -5.615, -1.102)
N (-0.728, 2.561, 1.077)
H (0.278, -0.786, -4.838)
C (1.005, 3.162, -2.229)
C (0.539, -0.155, -2.815)
O (-1.238, 4.544, -0.573)
H (4.873, -5.599, -0.006)
H (-5.931, -2.224, 0.573)
C (2.513, 2.686, -0.564)
H (1.267, -1.969, -0.201)
C (-5.088, -2.858, 0.288)
N (3.540, -2.523, -0.020)
C (3.419, 3.604, -1.058)
H (3.702, 2.018, 1.187)
N (1.399, -1.173, 3.596)
S (-3.046, -2.037, 1.796)
H (6.555, -4.358, 1.371)
H (-5.457, -3.694, -0.302)
C (4.492, -1.966, 0.718)
C (0.534, -1.079, -3.831)
S (-0.249, -0.519, 1.610)
H (-5.895, 3.598, 3.301)
H (-3.616, 2.937, 4.047)
H (0.945, -3.138, -4.292)
S (-2.265, -0.275, -0.641)
C (1.266, -0.411, 2.509)
C (4.754, -4.545, 0.203)
N (-4.134, -2.074, -0.496)
C (-4.363, 3.656, 0.277)
C (2.669, -4.540, -1.108)
C (-4.304, -3.328, 1.502)
N (1.311, 2.454, -1.133)
S (-0.776, 2.192, 3.725)
H (-4.548, 3.888, -0.763)
C (1.863, 4.091, -2.790)
C (1.698, -4.090, -1.906)
S (-1.596, 3.246, -0.114)
C (-5.366, 3.753, 1.232)
H (0.030, 2.999, -2.661)
H (0.632, -1.721, 3.939)
C (-5.099, 3.495, 2.576)
N (1.898, 1.062, 1.003)
H (1.553, 4.629, -3.674)
C (-1.408, 2.602, 2.301)
C (0.911, -2.379, -3.520)
H (-6.360, 4.051, 0.930)
N (0.770, -0.474, -1.531)
H (0.293, 0.878, -3.021)
H (4.372, -0.912, 0.943)
H (-4.923, -3.419, 2.390)
N (2.229, 0.354, 2.117)
N (5.560, -2.560, 1.232)
C (1.266, -2.713, -2.214)
C (3.090, 4.322, -2.197)
H (3.777, 5.050, -2.607)
C (-2.825, 3.001, 2.061)
C (-3.118, 3.259, 0.724)
C (5.685, -3.857, 0.963)
C (1.116, -1.734, -1.239)
H (2.235, -1.092, 4.153)
H (1.168, -4.847, -2.476)
H (4.363, 3.749, -0.550)
H (-3.786, -4.267, 1.321)

***

4.
The following is a DFT calculation (ωB97M-V/def2-TZVPD) of C28H25N9O9Re as an isolated structure at a distorted geometry.

Charge ... +2
Energy above the lowest of the compared OMol25 structures with the same formula, charge and spin ... 0.0873 eV
Multiplicity ... 2
Calculated total energy ... -2329.75109 hartree
Lowest unoccupied orbital energy (alpha / beta) ... -6.36 / -6.65 eV
Orbital gap (alpha / beta) ... 7.3 / 6.7 eV

Cartesian coordinates (Å):
H (3.348, 1.578, 2.980)
C (1.291, 3.813, -0.867)
H (-2.567, -0.960, 5.130)
H (-0.646, 4.414, 2.863)
H (-1.116, 1.065, -2.248)
O (2.342, -1.620, -3.413)
C (-1.349, -3.168, -4.476)
O (-0.795, -1.740, -0.684)
C (-2.214, -2.597, -2.352)
O (-3.400, -1.615, -0.618)
H (1.566, 6.458, -1.070)
H (3.083, -0.102, -0.792)
H (-3.428, 0.539, 3.362)
C (-0.128, -2.614, -4.160)
C (-1.831, 1.164, -1.442)
C (1.163, 6.278, -0.078)
C (2.390, -4.201, 2.469)
C (-2.519, -0.024, 3.206)
N (0.162, 2.911, 0.993)
H (1.060, -3.582, 4.035)
N (3.630, 0.255, 0.000)
C (3.076, 0.515, 1.168)
O (1.608, -0.768, -1.524)
C (-1.828, 0.057, 2.007)
H (0.677, -2.603, -4.880)
N (-3.401, -2.481, -1.480)
C (0.077, -2.063, -2.897)
C (0.759, 2.601, -0.142)
C (-2.412, -3.163, -3.595)
H (2.371, 3.751, -1.018)
C (-2.040, -0.872, 4.189)
H (0.236, 6.844, 0.016)
C (0.867, -2.369, 2.280)
N (-0.205, 4.931, 2.122)
H (-3.373, -3.571, -3.873)
Re (0.380, -0.426, 0.054)
H (-3.352, 2.105, -2.606)
C (-3.914, 1.882, -0.536)
C (-0.264, -1.525, 2.741)
O (-4.313, -3.244, -1.685)
C (2.246, -2.903, 0.480)
H (2.808, -5.018, 3.041)
O (-2.625, -4.262, -6.040)
C (-0.960, -2.103, -1.959)
H (2.546, -2.646, -0.527)
N (-1.437, 0.696, -0.254)
C (-2.274, 0.776, 0.796)
O (0.892, 1.458, -0.665)
H (4.622, 0.382, -0.119)
N (1.305, -2.126, 1.024)
O (-0.609, -3.711, -6.581)
N (-1.544, -3.766, -5.814)
C (0.281, 4.267, 1.085)
C (3.936, 0.960, 2.307)
C (-3.511, 1.388, 0.693)
C (-0.916, -1.655, 3.953)
H (4.819, 1.500, 1.973)
H (-4.887, 2.341, -0.645)
H (0.809, 3.932, -1.840)
C (-3.066, 1.755, -1.625)
C (2.814, -3.957, 1.176)
C (1.432, -1.479, -2.638)
H (-4.165, 1.449, 1.550)
O (1.839, 0.365, 1.389)
H (3.564, -4.572, 0.699)
H (4.264, 0.076, 2.857)
H (1.888, 6.627, 0.658)
H (-0.581, -2.364, 4.694)
C (1.405, -3.397, 3.029)
N (-0.701, -0.643, 1.829)
H (-0.096, 5.926, 2.223)
N (0.908, 4.852, 0.069)

***

5.
The following is a DFT calculation (ωB97M-V/def2-TZVPD) of C28H26AuCl3N10O2Si as an isolated structure.

Charge ... +2
Energy above the lowest of the compared OMol25 structures with the same formula, charge and spin ... 1.1428 eV
Calculated total energy ... -3586.05057 hartree
Lowest unoccupied orbital energy ... -7.36 eV
Orbital gap ... 5.3 eV

Cartesian coordinates (Å):
H (2.089, -2.972, 1.946)
H (-0.621, -3.093, 5.256)
O (0.112, 4.297, -0.111)
C (-1.129, -3.450, 1.940)
Cl (1.862, -5.079, -3.275)
C (-1.086, 4.393, 1.975)
H (-0.416, 0.183, -2.562)
H (0.323, 2.854, -2.098)
C (0.666, 5.216, -0.940)
C (-2.188, -3.726, 0.905)
N (-2.053, -5.086, 0.386)
N (2.689, -0.134, -3.401)
H (-3.187, -3.637, 1.325)
H (2.049, -0.263, 0.470)
H (-2.036, -0.581, 1.268)
C (2.279, 5.529, -2.794)
C (1.304, 1.655, -4.344)
H (1.711, -2.833, 4.384)
Cl (-1.544, -4.744, -3.535)
H (-0.803, -7.066, -1.779)
C (-0.413, -3.151, 4.196)
C (-0.432, 5.078, 0.862)
H (0.250, 1.644, -4.624)
C (-1.063, -5.501, -0.377)
N (0.918, 0.394, 2.099)
H (-2.714, 2.495, 4.905)
H (3.643, 5.665, -4.435)
H (-0.296, 0.832, 4.290)
C (-0.965, -6.952, -0.709)
C (-1.941, 5.065, 2.839)
C (1.704, 2.977, -3.747)
N (-0.066, -0.699, 0.404)
C (1.068, 3.453, -2.610)
C (0.878, -3.006, 3.718)
N (0.482, 6.421, -0.538)
H (-3.198, 4.880, 4.561)
H (-2.126, -3.017, 0.075)
C (1.080, -0.191, 0.939)
O (-0.158, -4.740, -0.825)
N (-0.244, 6.329, 0.649)
C (-2.525, 4.369, 3.887)
N (1.496, 0.496, -3.450)
H (2.484, 6.521, -2.416)
Au (0.322, -2.753, -1.173)
H (-2.711, -5.782, 0.702)
H (3.138, 3.407, -5.286)
C (2.920, 5.047, -3.921)
H (-1.849, -7.510, -0.408)
H (-2.144, 6.116, 2.684)
C (2.637, 3.772, -4.398)
C (-1.438, -3.380, 3.287)
N (1.201, -1.180, -2.136)
H (-1.900, 0.321, 3.758)
Si (0.263, -3.880, -3.310)
C (-0.808, 3.045, 2.169)
H (-0.092, -7.359, -0.196)
C (-2.253, 3.021, 4.078)
C (2.486, -1.145, -2.609)
C (0.610, -0.118, -2.690)
H (-0.110, 2.559, 1.503)
H (1.894, 1.431, -5.230)
C (-1.385, 2.355, 3.220)
N (0.114, -3.302, 1.468)
H (-2.460, -3.506, 3.622)
C (1.090, -3.087, 2.350)
Cl (0.403, -2.551, -4.822)
H (3.242, -1.872, -2.361)
C (-0.979, -0.371, 1.310)
N (-0.405, 0.266, 2.327)
C (1.356, 4.723, -2.130)
C (-1.024, 0.909, 3.483)

***

6.
The following is a DFT calculation (ωB97M-V/def2-TZVPD) of C28H26B3F4KN6O8 as an isolated structure at a distorted geometry.

Charge ... -2
Energy above the lowest of the compared OMol25 structures with the same formula, charge and spin ... 1.5181 eV
Calculated total energy ... -3087.46060 hartree
Lowest unoccupied orbital energy ... 4.18 eV
Orbital gap ... 6.5 eV

Cartesian coordinates (Å):
C (2.231, -6.695, -0.072)
C (-3.842, 1.112, 3.863)
H (3.404, 0.171, 3.335)
H (0.559, -7.562, -1.078)
N (-0.917, -0.362, -2.886)
C (-3.264, -0.093, -2.669)
H (6.141, 0.207, -0.732)
F (-0.903, 3.174, -1.690)
H (-3.790, 1.765, 4.738)
C (-5.685, 0.818, -3.711)
H (2.696, -7.658, 0.095)
C (5.015, 0.157, -2.565)
H (-4.810, 0.454, -5.638)
F (-0.287, -1.948, 2.387)
C (-3.461, -0.035, -4.046)
H (3.640, 0.065, -4.208)
H (3.047, 1.689, 4.144)
H (-6.624, 1.179, -4.116)
N (0.268, -0.367, -2.291)
C (0.987, -4.286, -0.518)
C (-4.291, 0.305, -1.819)
C (1.009, -6.640, -0.731)
C (-5.491, 0.768, -2.338)
H (5.867, 0.389, -3.194)
N (0.730, 2.763, 0.900)
O (-1.894, 3.814, 0.372)
B (1.629, -2.232, -0.096)
H (-3.753, 0.081, 4.202)
C (-4.666, 0.414, -4.564)
B (-0.753, 3.988, -0.551)
C (3.768, -0.029, -3.135)
H (-2.647, -0.332, -4.692)
C (-2.709, 1.396, 2.907)
C (2.224, -4.342, 0.132)
H (2.882, 3.802, -0.026)
C (-1.967, -0.558, -2.065)
O (2.639, -3.077, 0.408)
O (0.998, -0.268, 3.438)
N (0.976, 0.624, 2.421)
F (-0.793, 5.344, -0.935)
C (2.864, -5.536, 0.375)
H (-4.124, 0.260, -0.750)
H (3.880, 2.403, 0.423)
O (0.615, -2.990, -0.660)
B (-0.229, -1.095, 3.518)
N (-1.650, 0.696, 2.830)
C (1.335, -0.456, -2.997)
H (3.810, -5.567, 0.899)
F (-0.097, -1.867, 4.682)
C (2.836, -0.473, -0.977)
H (-0.597, -5.377, -1.466)
C (4.078, -0.283, -0.404)
C (0.360, -5.428, -0.964)
C (2.637, -0.321, -2.365)
H (-3.537, 3.956, 3.534)
C (-3.614, 3.768, 2.461)
H (-4.662, 3.570, 2.224)
C (3.158, 3.136, 0.788)
O (-1.970, -1.102, -0.948)
C (5.173, 0.050, -1.190)
N (-1.961, 2.634, 1.041)
H (-4.807, 1.262, 3.379)
O (1.779, -0.885, -0.182)
H (3.620, 3.728, 1.582)
O (-1.518, -0.359, 3.666)
H (-6.279, 1.093, -1.669)
H (1.306, -0.569, -4.085)
H (4.176, -0.412, 0.668)
H (4.100, 1.695, 2.713)
C (1.997, 1.374, 2.299)
K (-0.554, 0.390, 0.189)
C (3.225, 1.234, 3.165)
H (-3.293, 4.650, 1.911)
O (0.615, 3.771, 0.009)
C (-2.744, 2.607, 2.047)
C (1.907, 2.450, 1.281)